{"formula": "C47H54IN11O12PS", "method": "wB97M-V/def2-TZVPD", "symbols": ["C", "C", "S", "C", "N", "C", "N", "C", "I", "N", "P", "N", "C", "C", "C", "C", "C", "C", "N", "H", "H", "H", "H", "H", "H", "H", "H", "H", "H", "H", "H", "H", "H", "H", "H", "H", "H", "H", "H", "H", "H", "H", "H", "C", "C", "C", "C", "C", "C", "N", "O", "O", "H", "H", "H", "H", "H", "C", "C", "C", "C", "C", "C", "N", "O", "O", "H", "H", "H", "H", "H", "C", "C", "C", "C", "C", "C", "N", "O", "O", "H", "H", "H", "H", "H", "C", "C", "C", "C", "C", "C", "N", "O", "O", "H", "H", "H", "H", "H", "C", "C", "C", "C", "C", "C", "N", "O", "O", "H", "H", "H", "H", "H", "C", "C", "C", "C", "C", "C", "N", "O", "O", "H", "H", "H", "H", "H"], "positions_angstrom": [[-0.60, 6.86, -0.66], [-1.28, 5.53, -1.04], [-0.13, 4.20, -1.50], [0.25, 3.55, 0.14], [1.68, 3.50, 0.50], [2.74, 4.32, 0.12], [2.63, 5.42, -0.72], [3.86, 3.86, 0.77], [5.77, 4.61, 0.67], [3.45, 2.77, 1.55], [4.58, 1.91, 2.59], [5.35, 2.84, 3.56], [2.14, 2.57, 1.35], [1.37, 1.46, 1.98], [1.70, 0.11, 1.34], [1.47, 0.07, -0.17], [2.67, 0.48, -1.03], [3.38, -0.71, -1.67], [4.71, -0.36, -2.22], [0.45, 6.67, -0.45], [-1.04, 7.28, 0.23], [-0.63, 7.56, -1.48], [-1.98, 5.65, -1.85], [-1.84, 5.18, -0.18], [-0.33, 4.07, 0.88], [-0.09, 2.53, 0.15], [2.24, 5.16, -1.63], [3.56, 5.77, -0.90], [3.78, 0.98, 3.26], [5.36, 1.25, 1.64], [5.13, 2.60, 4.52], [1.64, 1.46, 3.03], [0.31, 1.66, 1.94], [1.02, -0.60, 1.79], [2.70, -0.22, 1.62], [0.62, 0.71, -0.39], [1.15, -0.93, -0.45], [2.38, 1.18, -1.81], [3.40, 1.02, -0.42], [3.52, -1.49, -0.93], [2.77, -1.06, -2.49], [5.23, 0.06, -1.45], [4.57, 0.42, -2.86], [-3.61, -0.33, 5.39], [-3.82, -0.63, 4.05], [-3.50, 0.29, 3.07], [-2.95, 1.50, 3.46], [-2.73, 1.83, 4.79], [-3.07, 0.90, 5.75], [-2.60, 2.48, 2.42], [-2.83, 2.19, 1.26], [-2.07, 3.52, 2.76], [-3.86, -1.05, 6.16], [-4.25, -1.59, 3.77], [-3.67, 0.08, 2.03], [-2.32, 2.78, 5.06], [-2.91, 1.13, 6.80], [-7.12, 4.76, 1.89], [-8.05, 5.01, 2.90], [-8.10, 4.20, 4.02], [-7.21, 3.15, 4.11], [-6.29, 2.87, 3.12], [-6.24, 3.69, 2.00], [-7.25, 2.28, 5.31], [-8.10, 2.51, 6.14], [-6.42, 1.40, 5.38], [-7.08, 5.40, 1.02], [-8.73, 5.85, 2.81], [-8.82, 4.39, 4.80], [-5.62, 2.03, 3.22], [-5.53, 3.49, 1.22], [3.87, -7.35, -3.09], [4.36, -6.70, -1.97], [3.71, -5.59, -1.47], [2.57, -5.14, -2.11], [2.06, -5.78, -3.23], [2.72, -6.89, -3.72], [1.86, -3.98, -1.57], [2.33, -3.42, -0.60], [0.84, -3.61, -2.13], [4.38, -8.23, -3.47], [5.26, -7.06, -1.48], [4.09, -5.07, -0.60], [1.17, -5.42, -3.71], [2.34, -7.40, -4.59], [-4.07, 0.85, -4.47], [-4.93, 1.73, -3.83], [-5.24, 1.55, -2.49], [-4.66, 0.49, -1.82], [-3.81, -0.40, -2.44], [-3.51, -0.21, -3.78], [-4.97, 0.31, -0.39], [-5.73, 1.09, 0.14], [-4.42, -0.62, 0.19], [-3.84, 1.00, -5.52], [-5.37, 2.56, -4.37], [-5.91, 2.23, -1.98], [-3.38, -1.22, -1.89], [-2.84, -0.90, -4.28], [7.41, -0.79, 3.74], [8.18, -1.92, 3.49], [7.72, -3.17, 3.87], [6.49, -3.27, 4.49], [5.71, -2.16, 4.76], [6.18, -0.91, 4.38], [5.99, -4.60, 4.88], [6.70, -5.55, 4.65], [4.89, -4.65, 5.39], [7.77, 0.19, 3.44], [9.14, -1.82, 3.00], [8.31, -4.05, 3.68], [4.76, -2.26, 5.25], [5.59, -0.03, 4.58], [-1.88, -3.10, -8.05], [-2.80, -4.11, -7.83], [-2.41, -5.29, -7.22], [-1.09, -5.43, -6.84], [-0.15, -4.43, -7.05], [-0.56, -3.26, -7.66], [-0.66, -6.67, -6.18], [-1.49, -7.54, -6.03], [0.50, -6.76, -5.82], [-2.20, -2.17, -8.52], [-3.83, -3.99, -8.14], [-3.11, -6.09, -7.06], [0.88, -4.57, -6.74], [0.16, -2.47, -7.83]], "total_charge": 1, "spin_multiplicity": 1, "energy_ev": -118778.4639, "relative_energy_kj_mol": 0.0, "orbital_gap_ev": 8.7, "lumo_energy_ev": -2.686, "homo_ha": -0.420}